Molecular formula: C27H60I2N4O9
Method: DFT, ωB97M-V with the def2-TZVPD basis set

Structure (XYZ):
```
102
Properties=species:S:1:pos:R:3:forces:R:3:mulliken_charge:R:1
O 1.56649 2.36625 2.14694 -0.1 0.0 -0.5 0.138
H 3.43358 -4.64714 -2.78694 0.0 0.0 0.0 0.360
C 4.88779 2.92183 0.11473 0.3 -0.1 -0.2 -0.116
H -0.37181 -2.46385 5.82964 0.0 0.2 0.0 0.375
O 2.57596 4.32920 1.94668 -0.4 3.7 -0.9 -0.530
C 4.93915 3.14225 1.64840 0.5 0.5 -0.8 -1.183
H -9.41425 1.32286 -5.84286 0.0 0.0 0.1 0.344
H -4.17029 1.11079 -2.60444 -0.1 0.0 -0.1 0.164
C -0.48896 1.75226 1.07077 0.7 0.0 0.6 -0.245
H -4.22472 0.65006 -0.91900 0.0 0.0 0.0 0.294
H -8.84292 0.40906 -4.41578 -0.1 0.1 0.0 0.312
H -2.56077 -2.52500 3.67939 0.0 -0.1 0.0 0.380
H 5.55396 1.32881 -0.81664 0.2 0.1 -0.1 0.266
C 5.24972 -0.79854 1.49702 0.5 0.4 0.4 -1.139
C 3.73374 -1.08777 -2.20739 -0.1 0.1 0.3 -0.151
N 3.84104 2.52218 2.39665 -0.2 -1.0 -0.5 0.037
C -4.82135 0.68082 -1.83403 0.0 0.0 0.4 -0.131
H -5.70539 2.50879 -1.13281 0.0 0.0 -0.1 0.355
H -0.33193 -0.21584 0.29457 0.0 -0.1 0.1 0.559
H -8.57668 -0.22561 -6.04721 0.1 0.0 0.0 0.239
H 5.11430 0.47204 -4.71010 0.0 0.0 0.1 0.293
C -3.28504 0.19975 7.18651 0.3 -0.2 0.3 -0.818
C 4.73147 -4.75043 -4.48734 -0.5 0.0 -0.2 -0.787
C 0.41343 2.94022 1.57014 -0.9 -1.4 0.1 -0.762
C -5.42787 -0.93503 -3.49246 -0.1 -0.2 0.2 -0.556
H 2.89281 -1.33876 -2.86340 0.1 0.0 -0.1 0.399
H 0.17966 -0.32967 5.71596 -0.1 0.0 0.0 0.376
O -5.13203 -0.66976 -2.13241 0.1 0.1 -0.2 -0.438
H 0.93400 0.23482 4.21592 0.0 0.0 0.0 -0.308
H 3.69435 -2.84359 -0.97266 0.0 0.0 0.0 0.344
H 5.78504 -1.10377 -4.30875 -0.1 -0.1 -0.1 0.215
O -7.35636 1.32225 -5.55224 -0.3 0.0 0.1 -0.345
H -0.42091 -3.45363 4.38840 0.0 0.0 0.0 0.343
H 5.91071 2.81354 2.00231 -0.1 -0.3 0.1 0.526
C -8.61654 0.68537 -5.45108 0.2 -0.1 0.0 -0.732
H -5.13256 -1.96378 -3.70317 0.0 0.0 0.0 0.293
C 4.03442 -3.96421 -3.39427 0.3 0.1 0.0 -0.183
H 5.46139 -5.44895 -4.06990 0.1 0.1 0.0 0.409
C 0.04407 -0.23801 4.63633 0.1 0.0 -0.3 0.059
H -2.66628 -3.37989 5.20809 0.0 0.0 0.1 0.430
H 0.62006 3.56357 0.70827 0.4 0.6 0.5 0.674
H 5.21536 -1.96913 -0.96919 0.0 0.0 0.0 0.350
N 5.00294 -3.28774 -2.53792 -0.2 0.0 0.0 -0.280
C -0.74822 -2.49511 4.80107 0.0 -0.4 -0.2 -0.518
C 5.05330 0.33694 2.23132 -1.0 0.3 0.0 -0.344
O -2.39313 1.19634 6.70212 -0.3 0.2 -0.1 -0.346
H -6.23375 3.61983 -3.39160 0.0 0.0 0.0 0.387
O -0.11858 -1.50036 4.00584 0.0 0.1 0.3 -0.383
H -1.31372 1.62495 1.76076 -0.3 0.0 -0.2 0.326
H 5.78810 0.73879 2.92587 0.8 1.1 -1.5 0.467
H -2.58898 -0.48499 4.84207 -0.1 0.0 0.0 -0.013
H 4.93770 4.21856 1.78466 -0.4 0.0 0.5 0.456
H 7.10301 -4.93672 -5.59026 0.0 0.0 0.1 0.346
N -6.96922 1.81144 -2.64333 0.2 0.1 0.0 -0.352
C -2.79241 -1.16170 6.74069 -0.1 0.1 -0.3 -0.170
C -2.27533 -2.47441 4.73353 0.0 0.2 -0.2 -0.775
C -6.39475 2.59310 -3.73273 -0.2 -0.3 0.1 -0.177
H -4.88406 -0.27298 -4.17052 -0.1 0.1 0.0 0.272
H -3.87423 2.52640 6.09179 0.0 0.0 0.0 0.378
H -3.26188 0.24473 8.27975 0.0 0.0 0.0 0.403
O 5.32616 -3.86931 -5.43593 0.3 -0.1 0.1 -0.347
H -3.17329 1.50527 4.79960 -0.2 0.1 0.0 0.329
O 4.62668 -0.19025 -2.84721 -0.1 -0.1 0.0 -0.373
H 7.08908 -3.30151 -6.27316 -0.1 0.0 0.0 0.243
H 5.67227 -2.80239 -3.12170 0.0 0.0 0.0 0.083
H -0.80380 0.41909 4.42215 0.0 0.1 0.2 0.061
H 5.96646 -0.74124 0.68097 1.5 -1.0 1.2 0.320
C 0.25317 0.41634 0.96607 -0.8 -0.2 -0.8 -0.676
H -8.31497 2.95915 -4.66849 0.0 -0.1 0.1 0.406
I -0.65202 3.97382 3.14000 0.1 0.3 -0.4 0.061
C -7.31560 2.60693 -4.93732 0.4 0.1 -0.2 -0.815
H 7.15936 -3.50828 -4.51600 0.1 -0.1 0.0 0.306
H -1.74039 -1.24485 7.04288 0.0 0.0 0.2 0.182
C 2.65484 3.18265 2.12899 0.5 -2.4 1.2 0.414
H 4.72230 -1.71705 1.73420 -1.4 0.4 -1.5 0.317
H 0.26572 -0.11744 1.91295 0.3 0.2 0.2 0.013
O 5.94294 2.07207 -0.33892 -0.2 -0.3 0.1 -0.590
H 5.01660 3.87309 -0.40399 -0.1 0.1 0.2 0.313
H 3.29718 0.89313 1.17292 0.1 -0.1 -0.1 -0.152
H -2.22139 2.81378 5.49862 0.0 0.0 0.1 -0.053
I -1.35244 2.29814 -0.82640 0.0 0.1 0.2 0.084
N -2.95330 -1.31142 5.29805 0.1 -0.1 0.1 -0.287
C 4.89815 -0.47292 -4.21073 0.2 0.2 0.1 -0.660
H -6.90626 3.29995 -5.67878 0.0 0.0 0.0 0.387
H -6.50225 -0.86011 -3.68052 0.0 0.1 -0.2 0.181
C 4.41026 -2.32234 -1.61590 0.3 0.0 -0.1 -0.792
H -7.28643 0.92319 -3.00981 0.0 0.0 0.0 0.093
H 3.92536 2.51982 -0.21952 -0.1 0.1 0.2 0.246
C -2.96009 2.04965 5.72630 0.2 -0.1 0.1 -0.514
H 3.03160 0.60128 2.87668 -0.3 0.5 0.0 0.108
H 3.35714 -3.25048 -3.88124 -0.1 -0.1 -0.1 0.198
C 6.74140 -3.91520 -5.44297 -0.1 0.1 -0.1 -0.723
H -6.61902 1.05780 -0.75697 0.1 0.0 0.0 0.385
C -6.04220 1.55147 -1.54340 -0.2 -0.1 0.0 -0.752
H 1.23771 0.50209 0.51750 0.1 0.1 0.1 0.005
H 3.98026 -5.33591 -5.02606 0.0 0.0 0.0 0.398
H -5.42972 2.18371 -4.05911 0.1 0.2 -0.1 0.178
H 3.30598 -0.52641 -1.36942 0.0 0.0 0.0 -0.005
H -4.31565 0.37834 6.86883 0.0 0.0 -0.2 0.393
H -3.35823 -1.94527 7.25297 0.0 0.0 0.0 0.417
H 4.04868 -0.94304 -4.71067 0.0 -0.1 0.1 0.305
C 3.71516 1.07319 2.15879 0.1 -1.6 1.6 0.530
```
Forces are in eV/Å.

Properties
SMILES ... C=CCN(CCO)C(=O)O[C@H](I)[C@H](C)I.COCCNCCOC.COCCNCCOC.COCCNCCOC
Highest occupied orbital energy ... -7.946 eV
Orbital gap ... 7.777 eV
LUMO energy ... -0.1691 eV
Total energy ... -2556.0321 Ha
2S+1 ... 1